Here is a 2-piece molecular cluster, C21H25N4O4S overall in a non-equilibrium geometry from the Open Molecules 2025 dataset. Energies are from ωB97M-V with the def2-TZVPD basis set.

Last column: natural (NBO) charge in e.
Atoms and positions in Å:
C -0.334 -4.093 -1.767  -0.418
N -1.249 -3.483 -0.798  -0.459
C -2.132 -4.338 -0.152  0.316
S -2.177 -5.981 -0.459  -0.220
N -2.941 -3.738 0.800  -0.456
C -3.892 -4.609 1.500  -0.418
C -2.821 -2.407 1.253  0.681
O -3.577 -1.958 2.133  -0.621
C -1.785 -1.585 0.637  -0.363
C -1.612 -0.290 1.049  0.070
C -0.936 0.761 0.323  -0.074
C -0.940 0.907 -1.089  -0.125
C -0.130 1.819 -1.744  -0.130
C 0.664 2.714 -0.973  0.290
N 1.513 3.599 -1.573  -0.435
C 1.477 3.828 -3.002  -0.194
C 1.206 2.537 -3.763  -0.401
C -0.063 1.858 -3.238  -0.402
C 2.168 4.641 -0.806  -0.195
C 2.597 4.142 0.566  -0.400
C 1.411 3.541 1.309  -0.434
C 0.575 2.664 0.446  -0.101
C -0.260 1.756 1.053  -0.108
C -0.856 -2.214 -0.303  0.673
O 0.211 -1.699 -0.659  -0.571
H 0.295 -3.304 -2.181  0.242
H 0.280 -4.849 -1.263  0.216
H -0.929 -4.591 -2.535  0.210
H -4.454 -4.007 2.213  0.242
H -4.551 -5.080 0.764  0.210
H -3.337 -5.408 2.005  0.217
H -2.080 -0.001 1.994  0.230
H -1.629 0.298 -1.675  0.201
H 0.692 4.564 -3.257  0.165
H 2.437 4.262 -3.313  0.197
H 1.096 2.756 -4.832  0.204
H 2.061 1.857 -3.649  0.210
H -0.117 0.833 -3.623  0.219
H -0.940 2.392 -3.639  0.198
H 3.036 5.001 -1.379  0.194
H 1.478 5.494 -0.673  0.165
H 3.379 3.379 0.458  0.219
H 3.010 4.971 1.148  0.206
H 1.767 2.940 2.153  0.274
H 0.781 4.345 1.720  0.193
H -0.369 1.772 2.134  0.227
C 1.015 -2.787 3.019  -0.642
C 0.803 -1.361 2.886  -0.231
N 1.952 -0.671 2.865  0.420
O 2.084 0.583 2.855  -0.629
O 2.982 -1.438 2.870  -0.625
H 0.076 -3.314 3.176  0.172
H 1.516 -3.203 2.128  0.207
H 1.691 -2.956 3.872  0.219
H -0.143 -0.847 3.016  0.166

## Properties
- HOMO level: -3.05 eV
- LUMO level: 1.6 eV
- E: -1733.36954 Ha
- Net charge: -1
- Spin multiplicity: 1